# 1
The following is a DFT calculation (ωB97M-V/def2-TZVPD) of 2 unconnected molecules or ions with the total composition C2H4NP at a distorted geometry.

The value obtained for the gap between HOMO and LUMO is 8.934 eV. For the energy above the lowest of the compared OMol25 structures with the same formula, charge and spin, the calculation gives 42.4 kcal per mole. Its structure (SMILES) is C=C.N#P.

```
8
C2H4NP (ωB97M-V/def2-TZVPD)
C -0.54305 -0.44837 -0.00867
C 0.41349 0.46129 -0.23653
H -1.42930 -0.29424 0.70853
H -0.73052 -1.31084 -0.71187
H 1.35955 0.33746 -0.92926
H 0.60451 1.37125 0.29734
N 0.91772 -1.77456 1.51972
P 1.40211 -3.09547 1.12210
```

Here are the Mulliken charges for atoms 1 to 6, given in e: -0.43 -0.42 0.20 0.25 0.16 0.23

# 2
The following is a DFT calculation (ωB97M-V/def2-TZVPD) of C25H30N4O3 in the gas phase.

The value obtained for the gap between HOMO and LUMO is 8.777 eV. For the energy above the lowest of the compared OMol25 structures with the same formula, charge and spin, the calculation gives 7.1 kcal per mole. Its structure (SMILES) is C[C@H]1CCCCN1CCNC(=O)c1ccc2c(=O)n(CCc3ccccc3)c(=O)[nH]c2c1.

```
62
C25H30N4O3 (ωB97M-V/def2-TZVPD)
C -7.17696 -2.89130 -0.03102
C -7.87813 -1.55576 -0.28691
C -9.24720 -1.58953 0.40400
C -10.02201 -0.29727 0.18809
C -9.16812 0.86265 0.67712
C -7.81848 0.82769 -0.02756
N -7.11799 -0.42055 0.23970
C -5.74831 -0.34872 -0.23475
C -4.89642 0.55502 0.67031
N -3.48923 0.28228 0.50023
C -2.63531 1.16820 -0.05688
O -2.96060 2.28937 -0.39397
C -1.22583 0.67777 -0.19715
C -0.91325 -0.65522 -0.47893
C 0.40246 -1.03843 -0.61488
C 1.42922 -0.10586 -0.47275
C 2.83008 -0.52098 -0.60410
O 3.17879 -1.66354 -0.81004
N 3.76205 0.50053 -0.47824
C 5.16990 0.14356 -0.59186
C 5.75460 -0.24702 0.77071
C 7.19954 -0.62308 0.61132
C 8.19471 0.33865 0.72415
C 9.52378 -0.00146 0.54414
C 9.87173 -1.30758 0.24458
C 8.88486 -2.27124 0.12454
C 7.55634 -1.92981 0.30520
C 3.47753 1.82557 -0.20370
O 4.33149 2.67057 -0.07512
N 2.14400 2.13308 -0.08655
C 1.11693 1.23200 -0.21035
C -0.21418 1.61639 -0.07833
H -6.80311 -2.92280 0.98933
H -6.35548 -3.06545 -0.72131
H -7.88961 -3.70194 -0.16164
H -8.03715 -1.44008 -1.37795
H -9.81881 -2.43654 0.02034
H -9.08574 -1.73931 1.47284
H -10.97199 -0.33188 0.72435
H -10.23877 -0.17102 -0.87560
H -9.65710 1.81781 0.47944
H -9.00885 0.77142 1.75249
H -7.20271 1.65071 0.33535
H -7.96920 0.96865 -1.11435
H -5.31345 -1.34732 -0.19079
H -5.68366 0.00596 -1.27850
H -5.02958 1.61038 0.42895
H -5.18634 0.38003 1.71061
H -3.15453 -0.62608 0.77839
H -1.69718 -1.38345 -0.62264
H 0.67372 -2.05956 -0.83495
H 5.70299 1.00664 -0.99378
H 5.24023 -0.69887 -1.28237
H 5.65607 0.60142 1.45076
H 5.18539 -1.09023 1.16730
H 7.92402 1.35862 0.95649
H 10.29001 0.75428 0.63781
H 10.90919 -1.57383 0.10510
H 9.15122 -3.29155 -0.11022
H 6.78664 -2.68228 0.21036
H 1.93134 3.10418 0.10024
H -0.47545 2.64639 0.11243
```

Here are the Mulliken charges for atoms 1 to 6, given in e: -1.75 0.63 -1.00 -0.73 -0.85 -0.53

# 3
The following is a DFT calculation (ωB97M-V/def2-TZVPD) of a molecular structure, C10H20Cl2GaN2S at a distorted geometry.

The value obtained for the gap between HOMO and LUMO (alpha / beta) is 3.812 / 3.545 eV. Its charge is -1. For the energy above the lowest of the compared OMol25 structures with the same formula, charge and spin, the calculation gives 28.4 kcal per mole.

```
36
C10H20Cl2GaN2S (ωB97M-V/def2-TZVPD)
Ga 0.94981 0.24525 -0.89869
Cl 0.09282 2.20796 -0.43864
Cl -0.24927 -1.40278 -1.77551
C 1.48207 1.06404 -3.01171
H 0.71442 0.48304 -3.54608
H 1.50467 2.15576 -3.17604
C 1.91219 -0.40650 0.67429
C 2.57987 0.46759 -2.35984
H 1.31891 -0.66289 1.56094
C 3.62241 1.44516 -1.82922
H 2.90426 -0.56659 -2.54224
C 4.61968 0.89569 -0.80861
H 4.19807 1.83888 -2.68823
H 3.06274 2.30240 -1.41003
C 4.09003 0.76644 0.63025
H 4.98929 -0.07366 -1.16068
H 5.47233 1.58607 -0.79398
C 3.34984 -0.59132 0.80529
H 4.95360 0.77813 1.30895
H 3.44182 1.62181 0.87489
H 3.65563 -1.27308 -0.01754
H 3.58080 -1.01034 1.79957
C -5.12478 -1.80564 0.10371
N -3.71988 -1.56863 0.41491
C -3.24964 -0.59362 1.21831
S -1.61922 -0.54496 1.66600
N -4.23370 0.29414 1.64395
C -5.07261 -0.17487 2.74291
H -5.71186 -0.93732 0.39984
H -5.50885 -2.68963 0.64036
H -5.25438 -1.95709 -0.97434
H -3.01820 -2.22526 0.09104
H -3.85230 1.22981 1.79205
H -4.57172 -0.04866 3.71603
H -6.01299 0.38352 2.75040
H -5.29588 -1.23285 2.59768
```

Here are the Mulliken charges for atoms 1 to 6, given in e: 0.21 -0.41 -0.41 -1.27 0.33 0.25

# 4
The following is a DFT calculation (ωB97M-V/def2-TZVPD) of 9 unconnected molecules or ions with the total composition C18H54O21S6 at a distorted geometry.

The value obtained for the gap between HOMO and LUMO is 10.647 eV. For the energy above the lowest of the compared OMol25 structures with the same formula, charge and spin, the calculation gives 0.0 kcal per mole. Its structure (SMILES) is CCOS(C)(=O)=O.CCOS(C)(=O)=O.CCOS(C)(=O)=O.CCOS(C)(=O)=O.CCOS(C)(=O)=O.CCOS(C)(=O)=O.O.O.O.

```
99
C18H54O21S6 (ωB97M-V/def2-TZVPD)
C -4.15423 -4.82586 -0.74902
C -3.95387 -3.36885 -0.45380
O -4.36159 -2.98588 0.90249
S -3.40490 -2.08523 1.79341
C -3.23125 -0.64279 0.77486
O -4.23394 -1.65700 2.92537
O -2.12601 -2.71585 2.03786
H -3.55414 -5.51548 -0.17198
H -3.56617 -5.08849 -1.70869
H -5.16188 -5.15022 -0.91758
H -2.94408 -2.99459 -0.45822
H -4.61346 -2.78825 -1.09303
H -2.71769 0.08572 1.36917
H -4.25414 -0.35134 0.46457
H -2.57035 -0.88262 -0.06871
C 1.72772 -1.55767 4.73871
C 0.63300 -0.59101 4.37017
O 1.26765 0.33307 3.39072
S 0.57421 1.44425 2.68618
C 0.77838 2.83828 3.75441
O 1.34345 1.65730 1.51200
O -0.79368 1.11385 2.48744
H 1.34840 -2.53073 5.01859
H 2.51357 -1.36699 5.49958
H 2.26724 -1.86482 3.82475
H -0.16050 -1.11591 3.79900
H 0.27524 -0.03938 5.19833
H 0.07617 2.59117 4.61246
H 0.46717 3.79009 3.33771
H 1.78705 2.88208 3.95867
C -0.79603 -2.46351 -4.54930
C -2.05612 -2.20898 -3.72428
O -2.39039 -0.76401 -3.70073
S -3.91343 -0.31392 -3.51609
C -4.44141 -0.10901 -5.18415
O -4.67866 -1.38045 -2.87213
O -3.83304 0.97674 -2.81130
H -1.01473 -2.27733 -5.61538
H -0.41592 -3.46024 -4.26869
H 0.02766 -1.71861 -4.35326
H -2.91750 -2.80418 -4.20102
H -1.95701 -2.49272 -2.65028
H -4.48545 -1.00539 -5.79526
H -3.86476 0.58693 -5.79620
H -5.50723 0.23288 -5.10546
C -0.76814 1.23904 -1.22590
C 0.39663 0.37529 -1.14963
O -0.04505 -0.92651 -0.46043
S 0.84258 -2.15451 -0.59580
C 1.30767 -2.41141 1.06256
O -0.03893 -3.17732 -1.08323
O 2.06666 -1.84707 -1.33344
H -0.43589 2.20358 -1.63301
H -1.22987 1.42576 -0.25327
H -1.44924 0.79144 -1.92279
H 0.61686 0.04890 -2.13276
H 1.23161 0.76246 -0.59575
H 1.97201 -1.57118 1.31041
H 1.89999 -3.32904 1.08328
H 0.45205 -2.32515 1.63886
C 1.76171 3.86857 -2.03709
C 0.76150 5.12142 -2.07489
O -0.57649 4.74238 -1.70557
S -0.91233 5.14360 -0.19148
C -2.46650 4.34663 0.09427
O 0.13375 4.56929 0.67559
O -1.20563 6.55711 -0.09032
H 1.64215 3.30984 -1.09781
H 2.78654 4.23872 -2.05261
H 1.71499 3.17577 -2.86679
H 1.33835 5.90887 -1.53001
H 0.75233 5.46711 -3.17425
H -2.90575 4.88371 0.91446
H -2.29265 3.36840 0.44370
H -3.16151 4.48639 -0.76277
C 5.49363 0.04874 0.96432
C 4.14108 0.71730 0.96333
O 4.25061 2.23414 0.73338
S 4.39780 3.14246 1.96875
C 3.28801 4.46448 1.49495
O 3.81390 2.46431 3.17805
O 5.71504 3.71117 2.04022
H 5.37059 -1.03505 1.13365
H 6.23417 0.56325 1.62538
H 5.93403 0.15560 -0.04695
H 3.57352 0.40774 0.09946
H 3.57196 0.61211 1.91822
H 2.24931 4.18189 1.50818
H 3.72693 4.73871 0.48348
H 3.52332 5.16747 2.26000
O 4.83749 -1.75526 -2.48345
H 3.87431 -1.65936 -2.53804
H 5.27153 -1.45697 -3.26518
O -1.40300 -5.58723 1.64562
H -1.67985 -4.70730 1.98567
H -1.25592 -5.43035 0.69627
O 1.59031 -5.35248 2.44929
H 0.65887 -5.21411 2.26363
H 1.61961 -6.11838 2.97640
```

Here are the Mulliken charges for atoms 1 to 6, given in e: -1.42 1.43 -0.43 0.99 -0.30 -0.71

# 5
The following is a DFT calculation (ωB97M-V/def2-TZVPD) of 2 unconnected molecules or ions with the total composition C2H9NO at a distorted geometry.

The value obtained for the gap between HOMO and LUMO is 10.477 eV. For the energy above the lowest of the compared OMol25 structures with the same formula, charge and spin, the calculation gives 8.8 kcal per mole. Its structure (SMILES) is CCN.O.

```
13
C2H9NO (ωB97M-V/def2-TZVPD)
C -0.00628 -1.30400 0.21081
C -0.52322 -1.95382 1.48987
N -1.50886 -2.99422 1.17338
H 0.67916 -1.94043 -0.36380
H -0.73285 -0.88042 -0.47187
H 0.75502 -0.57086 0.51844
H 0.33023 -2.35826 2.03470
H -0.93112 -1.14810 2.10332
H -2.19830 -3.08867 1.90158
H -2.08379 -2.64686 0.39986
O 2.45152 6.38489 -3.08595
H 1.66632 6.58760 -3.58864
H 2.10215 5.91315 -2.32171
```

Here are the Mulliken charges for atoms 1 to 6, given in e: -1.09 -0.22 -0.61 0.30 0.35 0.31

# 6
The following is a DFT calculation (ωB97M-V/def2-TZVPD) of C5H8O in the gas phase.

The value obtained for the gap between HOMO and LUMO is 10.345 eV. For the energy above the lowest of the compared OMol25 structures with the same formula, charge and spin, the calculation gives 8.1 kcal per mole. Its structure (SMILES) is O=C1CCCC1.

```
14
C5H8O (ωB97M-V/def2-TZVPD)
O 2.06375 -1.40574 0.24143
C 0.96180 -0.94019 0.07061
C -0.02427 -0.57369 1.16853
C -0.35863 0.86702 0.77134
C -0.55277 0.76727 -0.75373
C 0.37164 -0.43406 -1.24570
H -0.91572 -1.20676 1.05063
H 0.41089 -0.72740 2.15525
H -1.27624 1.29171 1.18976
H 0.47140 1.52844 1.05541
H -0.48090 1.76922 -1.19836
H -1.59155 0.44594 -0.89802
H -0.30406 -1.19737 -1.65144
H 1.17801 -0.34299 -1.99011
```

Here are the Mulliken charges for atoms 1 to 6, given in e: -0.57 0.53 -0.59 -0.58 -0.60 -0.55

no.,calculated total energy (eV)
1,-12914.6923
2,-38517.7820
3,-101930.4615
4,-127546.8195
5,-5757.1415
6,-7361.9041